{
  "formula": "C31H42F6N8O5PS2Zr",
  "method": "wB97M-V/def2-TZVPD",
  "species": ["F", "C", "C", "F", "H", "C", "H", "N", "H", "H", "H", "C", "N", "H", "H", "N", "H", "H", "C", "H", "N", "H", "N", "C", "C", "S", "C", "C", "C", "H", "H", "O", "H", "H", "O", "C", "C", "O", "H", "C", "C", "H", "Zr", "C", "P", "H", "H", "C", "N", "C", "H", "C", "F", "H", "C", "H", "F", "H", "H", "H", "C", "H", "C", "C", "H", "H", "H", "C", "H", "C", "C", "H", "H", "H", "H", "H", "H", "H", "H", "C", "N", "H", "O", "C", "C", "H", "C", "F", "O", "H", "C", "H", "C", "N", "S", "F"],
  "coordinates": [[-5.5092, -3.7129, 2.1836], [-1.2944, -3.4506, -1.5427], [1.2527, -4.8243, 1.5242], [-2.4097, -1.6506, 5.1987], [5.6614, 1.9633, -2.0328], [1.9829, 0.0607, 2.4295], [2.6767, 1.2735, 5.0970], [-3.9757, -0.3471, 3.0825], [1.9330, 1.8864, -2.5565], [1.1239, -0.0444, 3.1049], [2.0670, -0.8653, 1.8563], [-0.3939, -3.9705, -0.4917], [-2.7116, -1.7504, -2.1485], [2.4842, 3.5878, 3.7579], [-0.2785, 2.7950, 0.8620], [-0.2748, -3.2246, 0.6260], [-2.2985, -3.7082, -3.3874], [4.0875, 0.3889, 2.5661], [4.4766, -1.2494, -1.6734], [-1.1575, 4.7260, -0.1185], [0.4660, -0.4275, -0.1838], [-4.0298, 1.7916, -0.9638], [0.9466, 2.2021, -0.7352], [-5.4002, 2.2164, -2.5648], [-1.6268, -0.9399, 4.4164], [-2.5894, 0.2683, 3.3833], [-0.3312, 2.7339, -0.2251], [3.2433, 0.2832, 3.2526], [1.1139, 2.4847, -2.1624], [-1.1514, 2.0476, -0.4705], [-6.6864, 2.3527, -4.2727], [-5.1659, -1.0484, 0.9842], [6.3996, -0.2648, -1.7672], [-6.0031, 0.1627, -5.1919], [-2.6629, 1.4507, 4.1573], [-4.0733, 0.2169, -2.4142], [4.0373, 1.3257, -0.7808], [-3.0203, -2.1348, 1.5760], [3.4439, -0.5978, 3.8639], [0.5353, -3.6451, 1.5985], [-1.5360, -4.2092, -2.8016], [-0.6150, -4.2621, -3.3871], [-1.1786, -1.0707, 0.5507], [-4.4609, 1.4497, -1.8946], [1.4894, 0.7838, -0.0826], [1.7892, 3.2797, 1.4384], [2.7483, -0.5354, -2.7471], [5.4242, -0.1855, -2.2497], [2.8901, 0.4036, -0.8455], [1.3796, 3.9834, -2.3549], [4.6672, 1.0947, 0.0864], [-4.6319, -0.2481, -3.6040], [-0.7268, -0.2902, 5.1336], [1.1648, 2.4342, 3.7114], [-5.1144, -2.7491, 3.0054], [1.8888, -5.1208, 2.3451], [-4.2623, -3.2459, 3.8981], [0.5089, 5.8143, -1.5828], [1.0031, 4.2854, -3.3342], [0.6208, -3.0136, 2.4731], [-5.9519, 1.7536, -3.7508], [4.5713, -2.1856, -2.2250], [-3.0730, -0.5784, -1.6935], [1.1306, -5.5963, 0.3808], [5.5882, -0.3656, -3.3133], [4.7358, -1.4652, -0.6332], [-5.7065, 3.1718, -2.1606], [2.3295, 2.4729, 1.9263], [0.1861, -5.7380, -1.5445], [-0.6095, 4.1163, -0.8371], [0.6941, 4.7938, -1.2476], [2.3482, -1.5419, -1.3593], [-1.2525, 4.0127, -1.7150], [-4.3238, -1.2086, -3.9925], [1.3519, 4.8635, -0.3774], [1.6766, -6.5244, 0.2802], [-1.8563, -5.2293, -2.5849], [3.6671, 2.3451, -0.6526], [0.2102, 2.1845, -2.7062], [0.2987, -5.1613, -0.6382], [1.7534, 1.1827, 1.5000], [3.3814, 2.5657, 1.6323], [-1.7207, 0.3233, 2.1790], [-5.5683, 0.5217, -4.2689], [3.0328, -0.7738, -1.7141], [4.0913, 1.9540, 4.3224], [3.1024, 1.5361, 4.1272], [-0.9612, -1.7864, 3.5867], [-2.5610, -0.0923, -0.5924], [4.2143, 1.4958, -2.9009], [4.8578, 1.2270, -2.0590], [2.4535, 4.1820, -2.3508], [2.2136, 2.5813, 3.4388], [-1.8213, -2.3127, -1.2713], [-4.2640, -1.4621, 1.9986], [-6.1551, -2.2212, 3.6216]],
  "homo_energy_ev": -11.006,
  "e_lumo_ha": -0.13435,
  "total_energy_ha": -3804.73491,
  "gap_ev": 7.4,
  "charge": 1,
  "e_above_lowest_kj_mol": 6.76
}

{
  "formula": "C31H42FN5O10S",
  "method": "wB97M-V/def2-TZVPD",
  "species": ["H", "H", "N", "F", "N", "C", "H", "H", "O", "C", "H", "H", "H", "H", "O", "H", "O", "H", "C", "C", "C", "H", "C", "O", "O", "O", "C", "C", "H", "C", "C", "C", "H", "H", "C", "C", "H", "H", "H", "C", "H", "H", "H", "N", "H", "N", "C", "C", "C", "H", "H", "H", "C", "C", "H", "C", "H", "C", "H", "S", "O", "H", "C", "H", "H", "H", "O", "C", "H", "H", "C", "C", "C", "C", "H", "H", "C", "H", "N", "H", "O", "O", "H", "C", "H", "H", "C", "C", "H", "H"],
  "coordinates": [[-3.3499, 1.7614, 1.9599], [-3.3349, 2.0612, -3.5932], [0.2781, 1.5416, -5.8545], [-0.6755, 0.1796, -7.3382], [5.7989, -0.4258, 1.2293], [-1.1392, 3.4088, -2.9626], [-4.8212, -1.9557, 1.7289], [-0.5698, 4.3329, -2.8782], [2.8453, 1.0141, -0.5613], [-2.7803, 1.6550, -0.2433], [6.4724, 2.5454, 0.5529], [-3.3332, 1.1914, 4.4024], [-4.7041, 0.5118, 3.5433], [-4.9865, -4.1725, -0.3834], [0.3595, -0.1415, -1.4246], [8.9974, 2.0664, 0.2441], [3.0243, 3.0813, 0.2559], [1.8595, 3.0564, -3.3594], [2.1106, -2.6764, 5.3343], [-2.9615, 0.7970, 2.2942], [-0.1619, 2.3494, -3.4520], [0.8237, 0.7816, -5.4572], [1.2362, 2.3783, -2.7807], [1.7168, 1.0473, -3.0937], [0.6765, -1.0657, -3.7006], [0.1127, 3.7679, -5.3698], [8.7335, 1.2680, -0.4518], [7.4060, 1.5605, -1.1405], [0.3541, 2.5302, -0.8004], [-4.3927, 0.7122, -2.3169], [2.7395, -1.2284, 0.2008], [-3.4343, 1.6959, -2.5813], [1.0497, -4.5267, 5.0413], [-3.2744, 0.0561, 1.5549], [1.2850, 2.7808, -1.3085], [-6.7204, -2.9346, 1.4321], [2.7392, -1.9803, 4.7768], [9.5366, 1.1819, -1.1834], [-2.1517, 2.0395, 0.5500], [1.7183, -3.8738, 4.4780], [7.4918, 2.4747, -1.7310], [-1.9146, 3.5976, -3.7020], [-4.9583, -2.4401, -0.7286], [4.5286, -3.3442, 2.4786], [-1.0906, 1.5755, 3.0763], [-7.7508, -1.0291, -0.0245], [-1.4416, 0.8370, 2.3530], [-5.1903, -2.9217, 1.3789], [-0.9192, 1.1158, -6.4131], [1.1630, -3.5344, 3.6019], [3.4916, -5.0556, 4.8913], [1.2236, -2.1355, 5.6628], [-2.6282, 2.1619, -1.5361], [-3.2543, -0.8732, 4.1012], [-1.0270, 1.0989, 1.3818], [5.9771, 0.5225, 0.6054], [-7.0652, -2.8065, 2.4593], [2.2411, 0.1586, 0.3467], [-3.5534, -3.2170, -0.0037], [0.5191, 0.0378, -2.8235], [-1.6594, 3.1458, -1.6816], [-5.0102, 0.3425, -3.1243], [-3.6176, 0.4659, 3.6384], [2.6606, -2.9932, 6.2226], [2.4791, -1.5869, -0.7952], [1.3701, 3.8659, -1.2989], [-0.6208, 0.9987, -3.3773], [-4.5509, 0.1932, -1.0265], [5.3384, 2.0264, -0.6764], [-5.2908, -0.5690, -0.8281], [-3.7461, 0.6783, 0.0094], [3.8224, -3.9437, 3.1575], [2.9255, -4.7049, 4.0265], [2.4515, 2.3305, -0.4635], [-1.0255, -0.1317, 2.6304], [2.5923, -5.5903, 3.4829], [-4.6431, -3.2039, -0.0154], [2.2897, -1.8660, 0.9517], [-2.9885, -1.9416, 4.4275], [-3.8588, 0.2873, 1.0118], [1.4278, 0.5684, 1.1140], [-2.0022, 1.5163, -6.1656], [7.1650, 0.7546, -1.8362], [0.0816, 2.6528, -4.9637], [3.8198, -1.2456, 0.2662], [-7.1063, -3.8951, 1.0863], [6.2494, 1.7426, -0.1519], [-7.2976, -1.8674, 0.6158], [8.6898, 0.3324, 0.1070], [-4.8133, -3.6702, 2.0765]],
  "homo_energy_ev": -8.931,
  "e_lumo_ha": -0.00095,
  "total_energy_ha": -2730.54038,
  "gap_ev": 8.9
}

{
  "formula": "C31H42N4O3",
  "method": "wB97M-V/def2-TZVPD",
  "species": ["H", "H", "H", "H", "C", "H", "C", "H", "C", "N", "C", "C", "H", "H", "C", "H", "C", "C", "H", "C", "H", "N", "C", "H", "C", "C", "H", "C", "H", "H", "C", "H", "C", "C", "H", "C", "C", "H", "C", "C", "O", "C", "H", "C", "C", "H", "C", "H", "H", "H", "O", "H", "H", "C", "H", "N", "C", "H", "H", "H", "C", "H", "N", "C", "H", "H", "O", "H", "H", "H", "H", "H", "C", "H", "H", "H", "H", "H", "C", "C"],
  "coordinates": [[-7.9673, 0.5357, 2.9735], [0.5466, 0.3401, -1.8045], [-1.7324, 0.7289, -2.0268], [-4.9539, -4.1636, -4.2227], [-3.3532, -2.0673, -0.3485], [-5.8827, -0.2891, 4.0056], [7.8667, -1.9295, 1.7896], [-5.2745, -3.2232, -1.9457], [-1.1760, 1.6659, -1.9597], [1.0238, 2.2095, -1.0435], [-2.3071, -2.1314, 0.7638], [-6.9563, 1.5261, 1.3681], [-4.3000, -2.1413, -2.9390], [-3.6164, 2.1528, -1.3229], [-5.7374, 1.8219, 0.7870], [-4.1809, -5.1942, -3.0174], [6.4075, 0.6801, -0.0167], [2.3637, 1.8737, -0.7905], [-0.5217, -2.6971, -0.3247], [2.6136, 0.7123, -0.0318], [7.1129, -2.7205, 1.7580], [-2.1744, 1.1708, 1.2085], [3.4401, 2.6424, -1.2164], [-5.7076, 2.4153, -0.1146], [0.0713, -1.6219, 1.4436], [-4.5541, 1.3558, 1.3597], [8.8378, -2.3983, 1.9581], [-3.2690, 1.6436, 0.7561], [-0.3179, -0.8150, 2.0664], [-0.7577, 4.0333, 0.4639], [4.9873, 1.0678, -0.2586], [-1.4844, 2.3026, -2.7904], [0.3354, 1.3886, -2.0197], [-3.0584, 2.5181, -0.4598], [-3.2028, -4.1140, -4.0099], [-5.8411, 0.3014, 3.1025], [3.9177, 0.3158, 0.2166], [8.6076, -0.3806, 0.4654], [-7.0129, 0.7651, 2.5237], [1.4554, -1.2516, 0.9416], [2.3881, -2.0291, 0.9227], [-0.7938, 3.7292, -0.5833], [4.0713, -0.5645, 0.8192], [-4.1527, -4.2144, -3.4890], [7.9020, -1.2145, 0.4372], [-1.3481, 4.4839, -1.1428], [0.6348, 3.5945, -1.1461], [6.5790, -0.5066, 2.7824], [3.2612, 3.5471, -1.7787], [8.2109, -1.9163, -0.3466], [-1.1116, 1.5654, 0.4602], [-3.7016, 0.2473, 2.9735], [5.5756, 2.8403, -1.2815], [-3.1944, -3.1619, -1.4009], [5.8353, -1.2829, 0.0512], [6.6188, -0.6509, 0.0975], [-1.5380, 2.3895, -0.6590], [8.2982, -0.1772, 2.9723], [-3.3009, -1.0881, -0.8329], [-2.2322, -3.0538, -1.9048], [-4.6208, 0.5939, 2.5289], [-7.8670, 1.8913, 0.9166], [1.5134, 0.0287, 0.4885], [4.7371, 2.2490, -0.9476], [-3.3643, 3.5454, -0.2523], [-2.5605, -1.3751, 1.5091], [7.3068, 1.5002, 0.0364], [-4.3461, -2.1494, 0.1018], [0.1534, -2.5301, 2.0415], [0.6623, 0.5836, 0.5166], [1.3223, 4.2057, -0.5616], [-2.3484, -3.1094, 1.2472], [-4.3083, -3.1160, -2.4444], [0.6587, 3.9467, -2.1907], [0.7050, 1.5990, -3.0389], [-3.2039, -4.1366, -0.9081], [-0.9006, -0.9727, -0.3635], [7.5455, -1.4927, 3.8813], [-0.8866, -1.8595, 0.2719], [7.5530, -0.9679, 2.9288]],
  "homo_energy_ev": -7.989,
  "e_lumo_ha": 0.01168,
  "total_energy_ha": -1651.24382,
  "gap_ev": 8.3,
  "e_above_lowest_kj_mol": 138.97,
  "smiles": "CCCCCCCC(=O)Nc1cc(C(=O)NCCC)ccc1N1CCC2(CC1)CC(c1ccccc1)=NO2"
}